# 1
Below is an isolated molecule of C17H18Cl2N2O3S2, with properties calculated with wB97M-V/def2-TZVPD.

```
44
Properties=species:S:1:pos:R:3:nbo_charge:R:1
Cl -3.4033 -2.2816 0.8827 0.0226
Cl -6.1655 2.2174 -0.3435 0.0177
S -4.2282 0.3607 -2.3686 0.1961
S -0.2201 -1.2695 -0.0249 2.3095
O 5.5405 2.5114 -0.0861 -0.5861
O -0.3579 -2.6515 0.3457 -0.9452
O -1.0143 -0.3016 0.6715 -0.9488
N 5.5163 0.2370 0.1064 -0.6046
N -0.4874 -1.0856 -1.6843 -0.8550
C -3.5777 -0.1382 2.4594 -0.1671
C 3.7985 -1.4192 0.1625 -0.2418
C -4.7376 0.0245 0.3306 -0.1154
C 3.1657 0.9049 -0.0163 -0.1982
C 2.4677 -1.7860 0.1416 -0.1723
C 4.1594 -0.0711 0.0814 0.1615
C -3.9476 -0.6827 1.2401 -0.0240
C -1.8844 -1.0899 -2.1055 -0.2525
C -5.0918 -0.5270 -1.0065 -0.5478
C 7.6349 1.3510 0.0969 -0.7150
C -3.9956 1.1349 2.7969 -0.2055
C -4.7961 1.8566 1.9299 -0.2331
C -5.1578 1.2996 0.7152 -0.0089
C 1.4965 -0.8081 0.0425 -0.3660
C -2.4975 0.2763 -1.8359 -0.5529
C 6.1278 1.4642 0.0272 0.6893
C 1.8361 0.5288 -0.0351 -0.1649
H 1.0481 1.2611 -0.1001 0.2404
H -2.9542 -0.7100 3.1270 0.2249
H -3.7005 1.5656 3.7407 0.2205
H -2.4433 0.5259 -0.7778 0.2516
H -6.1468 -0.3729 -1.2320 0.2499
H 2.1638 -2.8184 0.2133 0.2456
H -5.1392 2.8465 2.1853 0.2286
H 4.5657 -2.1760 0.2436 0.2097
H 0.0370 -1.8169 -2.1438 0.3936
H -4.8508 -1.5850 -1.0767 0.2389
H -1.9231 -1.3023 -3.1769 0.2152
H -1.9750 1.0392 -2.4123 0.2322
H 6.1267 -0.5643 0.1958 0.3972
H 8.0057 0.7432 -0.7258 0.2287
H 3.4458 1.9432 -0.0747 0.2550
H -2.4448 -1.8703 -1.5766 0.2008
H 7.9351 0.8921 1.0367 0.2291
H 8.0694 2.3439 0.0303 0.2465
```

For the energy above the lowest of the compared OMol25 structures with the same formula, charge and spin, the calculation gives 5.89 kcal per mole. The calculation puts the orbital gap at 0.3238 hartree. The calculation puts the calculated total energy at -2710.62293 hartree. The HOMO energy is -8.5 eV.

# 2
Below is a structure of composition C17H18Cl5N8O4STa, with properties calculated with wB97M-V/def2-TZVPD.

```
54
Properties=species:S:1:pos:R:3:lowdin_spin:R:1
Ta 0.4055 0.3108 -0.0699 0.8148
Cl 2.0378 -4.8790 2.1841 0.0002
Cl -1.6854 -2.1601 -1.9818 0.0031
Cl 2.2070 -1.8579 1.8470 0.0200
Cl -1.8166 -5.1591 -1.5378 -0.0008
Cl 0.0204 -6.5555 0.5283 0.0022
S 0.9958 1.0899 2.2990 0.0205
O -1.7183 0.5120 -0.8748 -0.0013
O 2.2280 0.2765 -0.3977 -0.0079
O -0.1678 2.3266 -0.0341 0.0277
O -3.6758 0.7111 -0.0089 0.0101
N -3.8324 0.2271 2.5087 0.0013
N -2.5035 0.4229 0.0873 0.0058
N 0.0204 3.1802 0.9908 0.0127
N -0.6950 -1.2979 3.2416 0.0033
N 0.8497 -0.6198 -4.3279 0.0038
N -1.8627 0.0137 1.1914 0.0048
N 0.4092 0.1982 -2.3443 0.0171
N -1.9290 -0.6790 3.3767 0.0007
C 1.3796 -1.4996 -5.3607 0.0004
C 0.1941 -2.0006 0.0070 0.0148
C 0.7172 3.6939 3.1710 0.0002
C 0.9965 -4.0934 1.0602 -0.0013
C 3.6118 0.3564 -0.5907 -0.0014
C 0.0921 -4.8535 0.3250 0.0061
C 0.3547 5.0014 2.9789 0.0012
C 0.5504 2.7418 2.1509 0.0074
C 1.0316 -2.7128 0.8777 0.0115
C -0.7345 -4.2141 -0.5905 -0.0015
C -0.3477 4.4627 0.7734 0.0011
C -0.6607 -2.8249 -0.7361 0.0068
C -0.2812 0.9322 -3.2791 0.0034
C -0.1926 5.3990 1.7522 0.0002
C -0.0115 0.4352 -4.5141 0.0001
C -2.5705 -0.1536 2.3269 0.0014
C 1.0748 -0.7265 -3.0127 0.0112
H -0.9191 1.7505 -2.9979 0.0000
H 0.9771 -2.5035 -5.2424 0.0001
H 0.4948 5.7238 3.7712 0.0001
H 1.1483 3.3567 4.1023 0.0003
H -4.3316 -0.0628 3.3322 0.0001
H 2.4655 -1.5286 -5.3082 0.0001
H -2.3878 -0.6436 4.2761 0.0001
H 1.6977 -1.4865 -2.5697 0.0006
H -0.4882 6.4196 1.5633 0.0000
H 0.0257 -0.7785 3.7268 0.0002
H -0.7523 4.6495 -0.2092 0.0002
H 3.9770 1.3209 -0.2361 -0.0005
H -0.3449 0.7312 -5.4926 0.0000
H 4.1010 -0.4423 -0.0325 -0.0004
H 3.8472 0.2545 -1.6524 -0.0003
H 1.0844 -1.1115 -6.3310 0.0000
H -4.3420 0.6038 1.7246 0.0000
H -0.7443 -2.2576 3.5586 0.0000
```

As for the total charge: +1. For the energy above the lowest of the compared OMol25 structures with the same formula, charge and spin, the calculation gives 2.65 kcal per mole. The expectation value of S² is 0.754. The multiplicity is 2. The calculation puts the orbital gap (spin up / spin down) at 0.2373 / 0.2852 hartree. The calculation puts the calculated total energy at -4153.54730 hartree. The HOMO energy (spin up / spin down) is -9.6 / -10.9 eV.

# 3
Below is an isolated molecule of C17H18F3NO in a non-equilibrium geometry, with properties calculated with wB97M-V/def2-TZVPD.

```
40
Properties=species:S:1:pos:R:3:nbo_charge:R:1
F -0.9129 -3.6686 0.5070 -0.2948
F -3.2169 -3.3298 0.6664 -0.3684
F -1.9068 -2.4076 2.2087 -0.3188
O 0.3817 4.7553 -2.2236 -0.6802
N 0.6124 2.4393 -0.8103 -0.4068
C 1.7711 -0.9593 -0.5024 -0.1640
C 1.2682 3.6982 -0.2853 -0.2360
C -0.1881 2.0096 0.4995 -0.1907
C -1.6256 -1.5859 -0.0901 -0.1629
C -1.8463 -2.8061 0.8791 0.9945
C -1.4512 1.0002 -1.2917 -0.2295
C 1.5897 1.5731 -1.1506 -0.3101
C -0.9320 0.7924 -0.2584 -0.0252
C -2.1521 -0.2117 -1.8709 -0.1832
C 2.9634 0.7173 0.9016 -0.2273
C -1.1552 -0.4560 0.5962 -0.0810
C 1.9521 0.5799 -0.1120 0.0092
C 3.3235 -0.2972 1.9676 -0.1852
C 2.1181 -1.9187 0.4132 -0.2608
C -2.3793 -1.2580 -1.0786 -0.1971
C 2.7006 -1.6302 1.6229 -0.1903
C 1.5040 4.4533 -1.4900 -0.0818
H -0.1694 5.1374 -1.6262 0.4519
H 1.1255 1.0892 -1.9739 0.2099
H -1.4832 1.8151 -2.0961 0.2565
H 1.7050 -2.8171 0.3810 0.2083
H -2.9001 -2.2251 -1.7670 0.2068
H 0.9766 -1.1337 -1.3136 0.2137
H 2.6066 1.8616 -1.4780 0.2328
H 0.6471 4.1990 0.2272 0.1691
H -2.6401 -0.1685 -2.9179 0.2197
H 3.0426 -2.4181 2.2307 0.2031
H 2.1813 3.7646 0.5449 0.1749
H 0.2510 1.6994 1.2887 0.1794
H -0.8728 -0.4081 1.4791 0.1810
H -0.7722 2.6703 0.7610 0.1717
H 2.0108 5.3808 -1.1534 0.1460
H 2.9921 1.7023 0.9851 0.1819
H 3.7515 -0.0758 2.8398 0.2019
H 2.3416 4.1022 -2.1416 0.1818
```

For the energy above the lowest of the compared OMol25 structures with the same formula, charge and spin, the calculation gives 305.87 kcal per mole. The calculation puts the orbital gap at 0.3287 hartree. The calculation puts the calculated total energy at -1087.72172 hartree. The HOMO energy is -8.5 eV.

- Number 2 is which compound?
  C17H18Cl5N8O4STa

- The highest calculated total energy belongs to which entry?
  C17H18F3NO

- Which of these has the lowest calculated total energy?
  C17H18Cl5N8O4STa